Entry 1:
Below is a structure of composition C34H37GeMnN8O6, with properties calculated with ωB97M-V with the def2-TZVPD basis set.

Values from the calculation:
LUMO energy = -0.2272 Ha
Multiplicity = 1
Net charge = +2
HOMO = -13.81 eV

```
87
Properties=species:S:1:pos:R:3:forces:R:3
Mn -0.916411 0.066035 -1.382965 -0.176 -0.334 -0.168
C 3.874936 -2.307981 -1.692871 -0.021 0.034 -0.012
N 2.970639 -1.667309 -0.731931 -0.004 0.151 0.029
C 2.944036 -2.190500 0.646528 -0.079 0.041 -0.096
C 2.221502 -0.650949 -1.077942 0.120 -0.063 -0.104
N 1.554612 0.032741 -0.068273 0.036 0.064 0.039
N 2.371045 -0.134630 -2.332621 0.131 -0.091 0.119
C 1.486549 0.573117 -3.166154 0.064 -0.152 0.115
N 2.108244 1.150053 -4.209240 -0.028 -0.003 -0.087
N 0.226801 0.548617 -2.963935 -0.103 0.238 -0.001
H 4.292811 -3.194059 -1.228557 0.013 -0.011 -0.035
H 4.702718 -1.642907 -1.948948 0.032 -0.017 -0.018
H 3.322450 -2.602229 -2.585696 0.040 -0.011 -0.005
H 3.259605 -3.228281 0.612317 0.008 0.003 0.042
H 1.931405 -2.139344 1.041648 0.023 -0.009 0.034
H 3.621852 -1.627005 1.288645 0.009 -0.013 0.046
H 2.086694 0.036551 0.812443 -0.016 0.075 -0.099
H 3.225006 -0.419815 -2.789549 -0.111 -0.076 -0.086
H 3.108265 1.233549 -4.261635 0.011 0.047 0.039
H 1.572004 1.681540 -4.874697 0.011 -0.024 -0.023
H -0.320148 1.045541 -3.661067 0.113 0.112 0.040
O -2.269054 -0.565447 -2.789258 -0.061 -0.017 0.030
C -2.254255 -1.641473 -3.381936 0.028 0.074 0.002
C -1.302025 -2.712345 -3.195894 -0.024 -0.066 -0.086
C -1.489387 -3.849380 -3.997534 0.097 0.001 0.073
C -0.650853 -4.924525 -3.865360 -0.097 0.014 0.041
C 0.384567 -4.924980 -2.937348 -0.036 0.020 0.014
C 0.578641 -3.816057 -2.146959 -0.012 0.042 -0.026
C -0.244251 -2.679568 -2.253665 0.067 0.027 -0.038
O 0.011861 -1.663295 -1.445883 -0.148 -0.020 0.176
N -0.856594 -6.111277 -4.713243 0.208 0.165 -0.166
O -1.721111 -6.039537 -5.557048 -0.100 -0.075 0.041
O -0.114882 -7.049355 -4.524944 -0.058 -0.096 0.032
H -3.036139 -1.813164 -4.133144 0.017 -0.053 0.009
H -2.292790 -3.887824 -4.721629 -0.013 -0.011 -0.007
H 1.010150 -5.802015 -2.848787 0.004 -0.012 -0.004
H 1.364641 -3.807196 -1.402944 -0.017 -0.021 0.030
C -4.014936 -0.912259 1.526263 -0.002 -0.071 0.009
C -3.097275 -0.358329 0.502220 0.023 0.087 -0.043
N -2.016359 -0.904598 0.071187 0.064 -0.066 0.001
O -1.646390 -2.100679 0.623463 -0.100 0.097 0.012
C -3.308579 0.949649 -0.169926 0.013 -0.130 0.158
C -4.515435 1.808416 -0.085448 -0.020 0.013 -0.012
N -2.256097 1.162309 -0.853454 -0.059 -0.076 -0.163
O -1.724475 1.907597 -1.719071 0.047 0.206 -0.032
H -3.513500 -1.659038 2.137001 -0.010 0.003 -0.020
H -4.869495 -1.386911 1.039212 -0.022 -0.010 -0.003
H -4.390459 -0.111804 2.161423 -0.006 0.016 0.002
H -0.851556 -2.314351 0.099837 0.016 -0.029 -0.008
H -5.368145 1.280635 -0.516657 -0.009 -0.003 -0.007
H -4.360727 2.733167 -0.636386 0.002 0.002 0.004
H -4.748325 2.048854 0.950814 0.009 -0.012 -0.002
C 0.332402 0.580145 -0.072997 0.113 -0.123 0.159
Ge 0.227621 1.635620 1.659953 -0.025 0.031 -0.033
C -1.520650 2.169507 2.276547 -0.048 0.054 0.156
C -2.125205 1.564919 3.378253 -0.033 -0.039 -0.054
C -3.297608 2.085385 3.914185 0.020 -0.014 -0.005
C -3.859599 3.230291 3.370482 -0.009 0.025 0.002
C -3.255401 3.852809 2.284902 -0.017 -0.003 0.032
C -2.096950 3.323416 1.739780 0.074 0.058 0.003
C 1.302330 3.175693 1.194386 -0.005 0.037 -0.016
C 1.396664 3.577731 -0.138300 0.006 -0.047 -0.072
C 2.113763 4.712889 -0.486373 0.011 0.018 -0.008
C 2.746101 5.459405 0.496293 0.011 0.022 0.008
C 2.648847 5.078911 1.826987 -0.003 -0.014 -0.011
C 1.926889 3.946544 2.174138 -0.022 0.037 0.045
C 1.157023 0.384192 2.836845 0.069 -0.052 0.015
C 0.550848 -0.830346 3.180575 -0.034 0.001 -0.033
C 1.227295 -1.777457 3.933408 0.006 0.000 0.017
C 2.529611 -1.530980 4.353574 0.001 -0.024 0.019
C 3.151995 -0.341266 4.011973 -0.005 0.007 -0.010
C 2.472347 0.606394 3.252080 -0.007 0.048 -0.018
H -1.675634 0.698312 3.847309 0.016 -0.016 0.007
H -3.753513 1.613218 4.774275 -0.003 -0.007 0.014
H -4.757665 3.649847 3.803125 -0.017 0.011 0.014
H -3.681302 4.758657 1.874642 -0.005 0.018 -0.014
H -1.623558 3.836455 0.909169 0.024 -0.006 -0.013
H 0.881996 3.020672 -0.917669 -0.004 -0.006 0.009
H 2.168139 5.025562 -1.520381 0.001 0.007 -0.031
H 3.303089 6.346346 0.228190 0.013 0.021 -0.009
H 3.126205 5.670053 2.595877 0.015 0.017 0.021
H 1.838183 3.684843 3.222288 0.001 -0.033 0.018
H -0.459402 -1.050429 2.853359 -0.040 0.001 -0.013
H 0.738035 -2.703424 4.204276 -0.019 -0.022 0.007
H 3.051072 -2.263079 4.955180 0.012 -0.011 0.013
H 4.160840 -0.140824 4.346985 0.022 0.007 -0.002
H 2.973811 1.532035 2.996284 0.006 0.038 -0.002
```
Forces are in eV/Å.

These are the Löwdin partial charges, in e, on atoms 1 to 2: atom 1 (Mn): 0.544, atom 2 (C): 0.014

Entry 2:
Below is a structure of composition C34H38AuGe2N3, with properties calculated with ωB97M-V with the def2-TZVPD basis set.

Values from the calculation:
LUMO energy (spin up / spin down) = -0.2524 / -0.2523 Ha
Multiplicity = 1
Net charge = +2
HOMO (spin up / spin down) = -12.89 / -12.89 eV

```
78
Properties=species:S:1:pos:R:3:forces:R:3
Au -1.124381 -0.082571 0.108093 -0.024 -0.003 0.010
C -1.206841 -1.167967 -4.086858 0.034 0.040 0.044
C -0.800558 -0.653928 -2.858432 -0.079 0.049 -0.070
N -1.546270 -0.759039 -1.769741 0.005 0.084 0.418
C -2.768172 -1.408942 -1.802656 -0.036 -0.005 0.018
C -3.230770 -1.945079 -3.020236 -0.016 0.003 -0.050
C -2.417972 -1.802938 -4.162849 -0.078 -0.081 -0.009
C -4.482631 -2.603807 -3.057758 0.047 0.012 0.019
C -5.206850 -2.709240 -1.909282 0.022 0.014 0.022
C -4.742568 -2.178530 -0.687220 0.093 0.037 -0.019
C -3.531197 -1.523712 -0.594654 0.139 0.076 -0.107
N -2.919609 -0.941221 0.508047 -0.426 -0.251 0.111
C -3.324315 -0.826134 1.831606 0.134 0.124 0.034
C -4.474889 -1.280088 2.444155 0.089 0.040 -0.034
C -4.719298 -1.063468 3.816578 0.016 -0.011 -0.025
C -3.830902 -0.399519 4.606520 0.039 0.002 -0.028
C -2.632540 0.085504 4.031648 -0.004 0.036 0.038
C -1.660817 0.775622 4.783653 -0.079 -0.058 0.070
C -0.507885 1.223299 4.195815 0.034 0.016 -0.065
C -0.321186 0.992628 2.835706 -0.001 0.033 0.033
N -1.218982 0.357844 2.098645 -0.058 -0.174 -0.401
C -2.389661 -0.122766 2.659839 -0.029 -0.026 -0.004
H -0.564847 -1.055521 -4.948068 0.004 0.004 -0.001
H 0.151410 -0.151936 -2.754583 -0.052 0.058 -0.013
H -2.763399 -2.212944 -5.103951 -0.010 0.006 0.000
H -4.839239 -3.014600 -3.992019 0.000 0.003 -0.006
H -6.164094 -3.211967 -1.914748 -0.004 0.000 -0.015
H -5.373778 -2.307478 0.171797 -0.010 0.003 0.029
H -5.225368 -1.815686 1.893737 -0.013 -0.015 -0.025
H -5.640089 -1.444761 4.235921 -0.001 0.008 0.014
H -4.018595 -0.238697 5.658973 0.001 0.006 0.003
H -1.836804 0.939957 5.839610 -0.011 0.004 -0.001
H 0.253061 1.747602 4.754981 0.003 0.002 -0.005
H 0.577881 1.324101 2.335801 -0.008 0.042 -0.034
C -0.041959 3.656020 -3.076041 -0.019 0.003 -0.027
C -0.875578 2.582779 -2.357444 0.018 0.087 -0.081
Ge -0.038878 2.155889 -0.639569 -0.068 -0.159 0.002
C -0.642671 3.488194 0.662378 0.041 0.107 0.013
C 0.249987 4.735934 0.564417 -0.008 0.018 0.024
C 1.860715 1.880602 -0.703676 0.106 -0.023 -0.006
C 2.506459 0.743904 -0.418900 0.177 0.148 0.015
Ge 1.450564 -0.827960 0.090499 -0.032 -0.005 -0.061
C 1.518795 -1.527695 1.924333 -0.014 -0.097 0.089
C 2.841052 -2.195397 2.327832 -0.016 -0.011 0.094
C 1.214609 -2.347935 -1.137362 0.013 -0.143 -0.052
C 2.454645 -3.216286 -1.393670 0.028 0.058 0.098
C 3.987941 0.601980 -0.436360 -0.189 0.095 0.031
C 4.568111 -0.590008 -0.021254 0.097 -0.233 -0.071
C 5.945231 -0.763833 -0.008786 0.012 0.022 -0.001
C 6.770202 0.271704 -0.413305 -0.042 0.014 0.021
C 6.208383 1.477626 -0.821562 0.026 -0.059 0.024
C 4.836899 1.643335 -0.829668 -0.026 -0.030 -0.039
H -0.484707 3.888632 -4.044405 -0.019 -0.005 0.006
H 0.980117 3.320640 -3.258482 0.003 -0.006 0.004
H 0.003642 4.588968 -2.515780 0.010 -0.005 0.009
H -0.985486 1.716147 -2.999330 0.014 -0.027 -0.027
H -1.883841 2.946460 -2.150441 0.009 0.013 0.041
H -0.637501 3.116275 1.680134 0.025 -0.053 0.079
H -1.680329 3.731399 0.425800 0.009 -0.018 -0.048
H 1.296696 4.501771 0.764398 0.000 -0.004 0.001
H -0.062156 5.479065 1.298063 -0.021 -0.009 0.000
H 0.191497 5.211604 -0.413661 0.010 -0.010 -0.007
H 2.445275 2.751823 -0.984466 0.036 0.069 -0.003
H 0.702647 -2.256968 1.971580 0.023 0.025 0.003
H 1.284980 -0.755779 2.650353 0.035 0.062 -0.033
H 3.100202 -3.032688 1.683065 0.020 -0.035 -0.052
H 2.750145 -2.590468 3.339434 -0.030 -0.003 0.006
H 3.670316 -1.488845 2.322216 -0.069 -0.044 0.102
H 0.818323 -2.021968 -2.094586 0.128 -0.009 0.096
H 0.431405 -2.954256 -0.669601 -0.007 0.028 -0.007
H 3.241381 -2.661311 -1.901024 0.046 0.045 0.015
H 2.178610 -4.054433 -2.033290 -0.020 0.005 -0.006
H 2.865984 -3.638783 -0.478917 0.033 0.013 0.035
H 3.957801 -1.422849 0.318506 0.001 0.089 -0.199
H 6.368694 -1.703032 0.320080 0.002 -0.013 -0.003
H 7.844229 0.147485 -0.405864 0.006 -0.004 -0.008
H 6.847953 2.292220 -1.132809 -0.005 0.006 -0.003
H 4.441771 2.596015 -1.150905 -0.065 0.020 -0.026
```
Forces are in eV/Å.

These are the Löwdin partial charges, in e, on atoms 1 to 2: atom 1 (Au): 1.145, atom 2 (C): -0.004

Entry 3:
Below is a structure of composition C34H38BrInN7O3, with properties calculated with ωB97M-V with the def2-TZVPD basis set.

Values from the calculation:
LUMO energy = -0.3069 Ha
Relative energy (zero: lowest compared OMol25 entry of this formula, charge and spin) = 0.0 kJ/mol
Multiplicity = 1
Net charge = +3
HOMO = -15.47 eV

```
84
Properties=species:S:1:pos:R:3:forces:R:3
In -1.299228 0.060184 -1.120239 0.494 -0.033 0.225
C -0.904502 2.326005 5.866705 -0.067 0.084 0.001
C -0.721213 1.766674 4.483873 0.095 0.015 0.118
C 0.231713 0.808764 4.210197 -0.076 -0.113 -0.097
C 0.367540 0.261826 2.917665 -0.092 0.424 -0.086
C 1.110685 -0.906274 2.624766 0.005 -0.173 -0.158
N 2.283602 -1.262299 3.073520 -0.042 0.121 0.005
C 3.329608 -0.349453 3.563104 0.256 0.365 -0.146
C 3.860474 0.553816 2.430490 -0.111 -0.341 -0.119
C 4.742528 -0.102119 1.347364 -0.100 0.284 0.323
N 4.027540 -1.120693 0.562328 -0.085 0.057 -0.060
C 3.180621 -0.954001 -0.426368 -0.051 -0.186 0.063
C 2.995506 0.161456 -1.262005 -0.232 0.271 -0.124
C 4.051711 1.028565 -1.632271 -0.036 0.027 -0.108
C 3.885163 2.043421 -2.542109 0.161 -0.028 0.134
C 5.037201 2.882531 -3.015869 -0.060 0.024 -0.113
C 2.585786 2.260363 -3.017573 -0.127 -0.118 0.112
C 1.496220 1.472762 -2.661607 0.205 -0.084 0.067
C 0.204903 1.936737 -3.110714 -0.193 0.150 -0.104
N -0.955572 1.565185 -2.714173 0.108 -0.197 0.199
C -2.119409 2.320538 -3.185645 -0.115 0.282 -0.013
C -2.613312 3.296013 -2.114413 -0.024 -0.248 0.061
C -3.345459 2.620192 -0.955403 -0.064 0.288 -0.113
N -2.427984 1.857528 -0.104769 0.056 -0.497 -0.151
C -2.299536 2.244339 1.110572 -0.090 0.282 -0.015
C -1.421189 1.713750 2.128567 0.064 -0.171 -0.028
C -1.537563 2.194363 3.428244 0.052 -0.096 -0.059
C -0.398271 0.776383 1.823967 0.221 0.108 0.206
O -0.046609 0.450513 0.633909 -0.100 -0.209 0.004
C 1.683814 0.314414 -1.841703 0.385 0.049 0.121
O 0.759134 -0.541810 -1.610985 -0.250 -0.046 -0.091
H -0.201596 1.883190 6.568853 0.000 0.015 0.016
H -1.914021 2.145423 6.237868 0.014 -0.037 -0.007
H -0.753713 3.406597 5.867156 0.038 -0.018 0.022
H 0.817876 0.397563 5.023849 0.003 0.043 0.036
H 0.633142 -1.609106 1.944206 0.062 -0.076 0.013
H 2.571771 -2.210741 2.893584 -0.004 -0.111 -0.045
H 4.130347 -0.947664 3.995471 -0.079 -0.082 0.032
H 2.933276 0.282834 4.350256 -0.035 -0.041 0.065
H 4.461514 1.337613 2.892742 0.013 0.007 0.004
H 3.011763 1.043265 1.944737 0.007 0.063 0.026
H 5.612592 -0.578839 1.797102 0.013 -0.048 -0.084
H 5.093509 0.688136 0.695971 0.097 -0.053 -0.012
H 4.105354 -2.059772 0.919291 -0.041 -0.108 0.010
H 2.525731 -1.800369 -0.619945 0.073 -0.040 0.023
H 5.053265 0.826863 -1.272909 -0.019 0.007 0.006
H 5.937336 2.674951 -2.441623 0.018 0.018 -0.011
H 4.814079 3.946535 -2.934596 0.004 -0.008 0.034
H 5.249859 2.676627 -4.066340 0.038 0.006 0.022
H 2.420029 3.094485 -3.692517 -0.023 0.009 0.007
H 0.252500 2.760354 -3.827835 -0.068 -0.019 -0.023
H -2.914185 1.615312 -3.434694 0.027 0.011 -0.098
H -1.861188 2.877143 -4.088905 0.036 -0.076 -0.021
H -3.302366 4.001838 -2.579229 -0.003 -0.017 -0.033
H -1.766789 3.866524 -1.725445 -0.026 0.100 -0.035
H -4.100956 1.941913 -1.354152 -0.026 0.054 0.037
H -3.861941 3.383516 -0.367668 0.013 -0.068 0.054
H -2.914504 3.086273 1.442967 -0.004 -0.011 -0.047
H -2.296220 2.941458 3.640900 -0.011 0.005 -0.030
O -2.984645 -4.459981 -5.408789 -0.248 -0.095 -0.094
C -2.528555 -3.528111 -4.597478 0.236 0.344 0.274
C -1.173545 -3.236127 -4.393468 0.017 -0.089 -0.078
C -0.828471 -2.244200 -3.506476 0.013 -0.006 -0.035
N -1.731226 -1.531129 -2.815894 -0.201 0.273 0.254
C -3.019086 -1.806580 -3.038838 0.246 -0.055 -0.071
Br -4.221166 -0.702620 -2.087640 -0.263 -0.078 -0.100
C -3.477082 -2.770529 -3.893701 -0.228 -0.097 -0.080
H -2.295973 -4.929116 -5.895471 0.119 0.002 0.000
H -0.398608 -3.773423 -4.924512 -0.019 -0.006 -0.002
H 0.203917 -1.983795 -3.319132 0.002 -0.034 -0.022
H -4.532200 -2.949064 -4.047211 0.015 0.003 0.016
N -2.924316 -4.462132 3.046986 -0.027 -0.021 -0.005
C -2.637390 -3.527025 2.134627 0.030 0.131 -0.106
C -3.279884 -2.269464 2.135108 -0.039 -0.098 0.028
C -2.957989 -1.346887 1.177879 -0.035 -0.119 0.019
N -2.034914 -1.565896 0.224584 0.090 0.177 -0.169
C -1.410120 -2.757201 0.214232 -0.081 0.033 0.040
C -1.671798 -3.745042 1.125197 -0.005 -0.097 0.045
H -3.671502 -4.328234 3.706978 -0.004 -0.002 0.017
H -2.530844 -5.385598 2.987549 0.003 -0.012 0.001
H -4.047744 -2.053048 2.865845 0.012 0.059 -0.013
H -3.471547 -0.394467 1.136671 0.015 0.020 0.055
H -0.685078 -2.900252 -0.579330 0.010 -0.078 0.038
H -1.170596 -4.701676 1.053764 0.038 0.033 -0.030
```
Forces are in eV/Å.

These are the Löwdin partial charges, in e, on atoms 1 to 2: atom 1 (In): 0.820, atom 2 (C): -0.025